Version w
A 2-piece molecular cluster, C2H8N2O2 overall. Source: the Open Molecules 2025 dataset; level of theory: wB97M-V/def2-TZVPD.

Last column: natural (NBO) charge in e.
Cartesian coordinates (Å):
N 1.407 -0.966 -0.373  -0.326
C 1.703 -0.155 0.759  0.008
O 1.039 1.118 0.674  -0.667
H 1.466 -0.460 -1.263  0.408
H 0.490 -1.435 -0.315  0.441
H 2.772 0.069 0.813  0.232
H 1.333 -0.633 1.661  0.221
H 1.742 1.786 0.579  0.507
C -2.106 -0.500 -0.643  0.546
N -1.911 0.808 -0.413  -0.775
O -1.277 -1.293 -1.052  -0.588
H -3.095 -0.851 -0.315  0.167
H -0.984 1.195 -0.259  0.413
H -2.579 1.316 0.146  0.414

Computed properties:
<S²>   0.76
2S+1   2
Net charge   +1
HOMO energy (spin up / spin down)   -15.147 / -14.523 eV



Version x
A 2-piece molecular cluster, C2H8N2O2 overall. Source: the Open Molecules 2025 dataset; level of theory: wB97M-V/def2-TZVPD.

Last column: natural (NBO) charge in e.
Cartesian coordinates (Å):
N -1.494 0.025 0.917  -0.319
C -1.716 0.110 -0.507  0.014
O -0.590 0.717 -1.088  -0.650
H -1.064 0.819 1.386  0.423
H -1.290 -0.901 1.283  0.430
H -2.637 0.678 -0.673  0.255
H -1.832 -0.908 -0.886  0.231
H -0.926 1.270 -1.788  0.512
C 1.845 -0.942 0.194  0.513
N 2.162 0.375 0.195  -0.824
O 1.962 -1.762 1.070  -0.520
H 1.300 -1.205 -0.734  0.115
H 2.787 0.768 0.888  0.417
H 1.493 0.955 -0.259  0.402

Computed properties:
<S²>   0.76
2S+1   2
Net charge   +1
HOMO energy (spin up / spin down)   -14.082 / -13.498 eV



Winner for stability: version w



Version w
An isolated ion of composition C4H7O2 and charge -1. Source: the Open Molecules 2025 dataset; level of theory: wB97M-V/def2-TZVPD.

Last column: natural (NBO) charge in e.
Cartesian coordinates (Å):
O 1.392 2.185 1.374  -0.796
C 1.700 1.565 0.305  0.274
C 0.895 0.527 -0.291  -0.605
C -0.189 -0.119 0.464  -0.436
C -1.411 -0.731 -0.397  -0.085
O -1.215 -2.216 -0.570  -0.762
H 2.679 2.041 -0.145  0.072
H 1.011 0.342 -1.358  0.171
H 0.169 -0.992 1.206  0.169
H -0.681 0.629 1.137  0.214
H -2.221 -0.687 0.320  0.153
H -1.853 -0.424 -1.376  0.170
H -0.276 -2.121 -0.669  0.461

Computed properties:
SMILES string   [O-]/C=C\CCO
Net charge   -1
HOMO energy   -2.061 eV



Version x
An isolated ion of composition C4H7O2 and charge -1. Source: the Open Molecules 2025 dataset; level of theory: wB97M-V/def2-TZVPD.

Last column: natural (NBO) charge in e.
Cartesian coordinates (Å):
O -0.580 -0.182 3.266  -0.803
C -0.824 -0.518 2.062  0.258
C -0.109 -0.029 0.989  -0.560
C -0.444 -0.340 -0.466  -0.431
C 0.456 0.372 -1.586  -0.043
O 1.688 0.939 -1.140  -0.755
H -1.631 -1.244 1.912  0.073
H 0.679 0.680 1.228  0.157
H -0.181 -1.391 -0.767  0.165
H -1.489 -0.178 -0.715  0.187
H 0.776 -0.305 -2.402  0.141
H 0.041 1.225 -2.191  0.134
H 1.619 0.970 -0.190  0.478

Computed properties:
SMILES string   [O-]/C=C/CCO
Net charge   -1
HOMO energy   -2.119 eV



Winner for stability: version x



Version w
A 6-piece molecular cluster, H13O6 overall. Source: the Open Molecules 2025 dataset; level of theory: wB97M-V/def2-TZVPD.

Last column: natural (NBO) charge in e.
Cartesian coordinates (Å):
O -3.724 3.103 -0.517  -0.960
H -4.079 2.501 -1.177  0.472
H -4.576 3.315 -0.091  0.493
O -0.820 2.453 -0.743  -0.973
H -0.885 3.420 -0.755  0.518
H -1.773 2.238 -0.778  0.518
O 0.509 -0.965 1.872  -0.980
H 0.360 -0.830 2.789  0.520
H 0.931 -1.771 1.573  0.513
O 3.047 -0.416 -0.460  -0.962
H 3.301 -1.171 0.085  0.495
H 1.520 0.355 -0.683  0.563
O 0.576 0.366 -0.393  -0.825
H 0.164 1.274 -0.453  0.551
H 0.403 -0.057 0.483  0.555
O 0.167 -4.151 -0.025  -0.939
H 3.839 -0.362 -0.989  0.501
H -0.021 -4.863 0.575  0.474
H 1.060 -4.439 -0.311  0.467

Computed properties:
Net charge   +1
HOMO energy   -14.661 eV



Version x
A 6-piece molecular cluster, H13O6 overall. Source: the Open Molecules 2025 dataset; level of theory: wB97M-V/def2-TZVPD.

Last column: natural (NBO) charge in e.
Cartesian coordinates (Å):
O -0.216 -0.110 -0.418  -0.713
H 0.575 0.301 -0.593  0.547
H -0.540 0.507 0.077  0.537
H -0.188 -1.004 -0.106  0.568
O -1.830 -1.046 1.754  -0.924
H -2.343 -1.679 1.812  0.452
H -1.116 -1.179 2.471  0.476
O 2.570 -0.005 -1.324  -0.975
H 3.559 -0.418 -1.139  0.507
H 2.783 0.923 -1.160  0.474
O -0.658 2.283 -2.198  -0.945
H -1.481 2.561 -2.553  0.475
H -0.194 2.422 -2.997  0.471
O 0.245 -2.829 0.100  -0.951
H 0.229 -2.866 1.117  0.483
H -0.420 -3.500 -0.130  0.499
O -0.290 1.715 1.464  -0.993
H 0.418 2.182 1.771  0.494
H -1.103 1.743 2.052  0.517

Computed properties:
Net charge   +1
HOMO energy   -14.940 eV



Winner for stability: version w



Version w
One molecule with the formula C22H25N3O5S. Source: the Open Molecules 2025 dataset; level of theory: wB97M-V/def2-TZVPD.

Last column: natural (NBO) charge in e.
Cartesian coordinates (Å):
C -4.059 3.072 -4.104  -0.610
C -2.659 3.257 -4.675  -0.397
C -1.851 4.281 -3.875  -0.225
N -1.636 3.842 -2.519  -0.610
C -2.109 4.503 -1.455  0.662
O -2.697 5.572 -1.512  -0.662
C -1.853 3.841 -0.131  -0.310
C -2.287 4.524 0.963  0.136
N -2.144 4.076 2.225  -0.518
C -1.547 2.874 2.491  0.184
C -1.405 2.420 3.808  -0.248
C -0.805 1.206 4.053  -0.145
C -0.344 0.436 2.991  -0.352
S 0.387 -1.170 3.331  2.320
O 0.770 -1.191 4.715  -0.940
O -0.504 -2.185 2.862  -0.918
N 1.753 -1.103 2.354  -0.680
C 2.792 -0.301 2.957  -0.419
C 2.101 -2.234 1.589  0.085
C 3.326 -2.882 1.728  -0.214
C 3.632 -3.970 0.939  -0.249
C 2.718 -4.454 0.002  0.309
O 3.119 -5.538 -0.715  -0.499
C 2.232 -6.097 -1.663  -0.063
C 2.920 -7.304 -2.282  -0.617
C 1.493 -3.809 -0.133  -0.312
C 1.197 -2.705 0.647  -0.128
C -0.472 0.866 1.695  -0.129
C -1.074 2.097 1.419  -0.113
C -1.199 2.551 0.021  0.511
O -0.774 1.865 -0.905  -0.621
H -4.594 4.019 -4.098  0.207
H -4.623 2.357 -4.698  0.209
H -4.007 2.705 -3.081  0.207
H -2.130 2.301 -4.667  0.195
H -2.723 3.599 -5.709  0.204
H -2.387 5.232 -3.820  0.227
H -0.881 4.446 -4.358  0.193
H -1.190 2.942 -2.360  0.435
H -2.773 5.479 0.820  0.250
H -2.487 4.628 3.000  0.416
H -1.770 3.028 4.622  0.219
H -0.675 0.828 5.054  0.250
H 3.583 -0.132 2.229  0.219
H 2.347 0.654 3.234  0.214
H 3.202 -0.762 3.860  0.205
H 4.046 -2.540 2.454  0.216
H 4.580 -4.475 1.039  0.225
H 1.298 -6.404 -1.172  0.172
H 1.994 -5.357 -2.440  0.171
H 2.269 -7.764 -3.020  0.213
H 3.157 -8.031 -1.511  0.214
H 3.845 -6.997 -2.763  0.214
H 0.761 -4.150 -0.847  0.222
H 0.242 -2.219 0.538  0.220
H -0.107 0.269 0.873  0.256

Computed properties:
SMILES string   CCCNC(=O)c1c[nH]c2ccc(S(=O)(=O)N(C)c3ccc(OCC)cc3)cc2c1=O
HOMO energy   -8.096 eV



Version x
One molecule with the formula C22H25N3O5S. Source: the Open Molecules 2025 dataset; level of theory: wB97M-V/def2-TZVPD.

Last column: natural (NBO) charge in e.
Cartesian coordinates (Å):
C -7.519 0.041 0.705  -0.251
O -6.753 1.133 0.258  -0.496
C -5.418 0.947 0.048  0.291
C -4.734 -0.245 0.260  -0.290
C -3.379 -0.326 0.000  -0.248
C -2.681 0.786 -0.463  0.168
N -1.311 0.765 -0.661  -0.504
C -0.665 -0.149 -1.219  0.341
N 0.714 -0.130 -1.246  -0.633
C 1.390 -1.186 -1.745  0.696
O 2.596 -1.294 -1.770  -0.619
C 0.435 -2.273 -2.210  -0.425
C 0.578 -3.476 -1.264  -0.492
C 0.364 -3.014 0.175  0.674
O -0.742 -2.800 0.628  -0.632
N 1.496 -2.840 0.884  -0.614
C 1.479 -2.421 2.269  -0.217
C 2.569 -1.393 2.573  -0.422
C 2.392 -0.110 1.808  -0.026
C 1.304 0.717 2.048  -0.225
C 1.170 1.899 1.349  -0.231
C 2.106 2.302 0.395  0.280
O 1.824 3.505 -0.183  -0.509
C 2.572 3.993 -1.273  -0.239
C 3.213 1.465 0.142  0.215
O 4.132 1.856 -0.795  -0.512
C 5.090 0.918 -1.229  -0.261
C 3.325 0.276 0.857  -0.274
S -1.240 -1.568 -2.141  0.249
C -3.361 1.991 -0.644  -0.224
C -4.713 2.066 -0.403  -0.240
H -8.539 0.412 0.790  0.198
H -7.493 -0.788 -0.009  0.175
H -7.181 -0.313 1.685  0.174
H -5.243 -1.122 0.628  0.217
H -2.849 -1.248 0.191  0.242
H 1.191 0.643 -0.787  0.444
H 0.652 -2.574 -3.237  0.255
H -0.187 -4.215 -1.509  0.244
H 1.568 -3.914 -1.396  0.225
H 2.395 -2.975 0.449  0.403
H 1.618 -3.298 2.915  0.192
H 0.485 -2.008 2.457  0.234
H 3.545 -1.829 2.344  0.201
H 2.538 -1.184 3.644  0.225
H 0.562 0.445 2.781  0.217
H 0.328 2.550 1.517  0.236
H 2.541 3.309 -2.125  0.177
H 3.611 4.185 -1.001  0.185
H 2.088 4.931 -1.548  0.188
H 5.822 0.699 -0.445  0.170
H 4.613 -0.007 -1.565  0.209
H 5.599 1.393 -2.067  0.197
H 4.171 -0.366 0.673  0.221
H -2.814 2.854 -0.990  0.220
H -5.255 2.986 -0.552  0.221

Computed properties:
SMILES string   COc1ccc(/N=C2/NC(=O)[C@@H](CC(=O)NCCc3ccc(OC)c(OC)c3)S2)cc1
HOMO energy   -7.570 eV



Winner for stability: version w



Version w
An isolated ion of composition C5H8N and charge +1. Source: the Open Molecules 2025 dataset; level of theory: wB97M-V/def2-TZVPD.

Last column: natural (NBO) charge in e.
Cartesian coordinates (Å):
C -2.450 -0.017 -0.108  -0.189
C -2.261 0.246 1.203  0.143
C -1.082 -0.115 -0.685  0.113
C 1.952 -0.168 -0.603  -0.648
C 1.043 0.036 0.656  -0.292
N -0.331 0.058 0.335  -0.139
H -3.377 -0.090 -0.653  0.266
H -2.205 0.583 2.168  0.232
H -0.603 -0.218 -1.736  0.269
H 2.401 -1.171 -0.815  0.246
H 1.462 0.154 -1.525  0.207
H 2.803 0.439 -0.699  0.252
H 1.340 0.966 1.078  0.258
H 1.310 -0.702 1.384  0.280

Computed properties:
<S²>   2.03
2S+1   3
Net charge   +1
HOMO energy (spin up / spin down)   -13.204 / -15.068 eV



Version x
An isolated ion of composition C5H8N and charge +1. Source: the Open Molecules 2025 dataset; level of theory: wB97M-V/def2-TZVPD.

Last column: natural (NBO) charge in e.
Cartesian coordinates (Å):
C 2.034 0.496 0.023  -0.482
C -1.079 1.158 -0.318  -0.366
C 0.855 -0.024 0.806  -0.369
C 1.659 -0.923 -0.136  0.185
C -0.527 0.068 0.210  0.154
N -1.489 -1.154 -0.158  -0.741
H 1.845 1.202 -0.766  0.236
H 3.038 0.612 0.367  0.267
H -1.714 1.182 -1.176  0.229
H -0.517 2.085 -0.266  0.242
H 1.038 -0.242 1.885  0.270
H -1.420 -1.579 -1.111  0.464
H -2.415 -0.859 0.209  0.462
H -1.309 -2.022 0.429  0.450

Computed properties:
<S²>   2.01
2S+1   3
Net charge   +1
HOMO energy (spin up / spin down)   -12.539 / -14.511 eV



Winner for stability: version x